Record 1
{
  "formula": "C22H25AsF6N6O7PtSe",
  "method": "wB97M-V/def2-TZVPD",
  "symbols": ["Pt", "O", "C", "O", "C", "C", "C", "C", "C", "C", "O", "N", "O", "O", "N", "O", "O", "H", "H", "F", "As", "F", "F", "F", "F", "F", "C", "N", "C", "N", "C", "N", "C", "N", "C", "C", "H", "H", "H", "H", "H", "H", "H", "H", "H", "H", "H", "H", "C", "C", "C", "C", "C", "C", "Se", "C", "C", "C", "H", "H", "H", "H", "H", "H", "H", "H", "H", "H", "H"],
  "xyz": [[0.102, -0.775, -0.197], [3.712, -0.432, 1.491], [2.747, -1.067, 1.110], [1.515, -0.644, 1.256], [2.925, -2.457, 0.552], [3.876, -3.269, 1.129], [4.059, -4.566, 0.665], [3.310, -5.068, -0.381], [2.358, -4.254, -0.950], [2.146, -2.912, -0.547], [1.376, -2.125, -1.226], [1.543, -4.832, -2.020], [2.093, -5.607, -2.785], [0.358, -4.572, -2.039], [5.061, -5.422, 1.290], [5.170, -6.565, 0.883], [5.700, -4.967, 2.221], [4.486, -2.887, 1.935], [3.460, -6.074, -0.742], [-2.394, 0.585, 1.425], [-4.004, 1.289, 1.554], [-3.815, 1.386, 3.269], [-3.274, 2.866, 1.385], [-5.573, 2.007, 1.635], [-4.120, 1.192, -0.188], [-4.684, -0.294, 1.698], [0.359, 2.041, 1.167], [0.285, 1.379, -0.189], [1.593, 1.619, -0.887], [1.874, 3.034, -1.016], [1.917, 3.620, 0.330], [0.646, 3.457, 1.029], [-0.416, 4.085, 0.243], [-0.503, 3.497, -1.098], [-0.790, 2.083, -0.973], [0.785, 3.665, -1.764], [1.150, 1.545, 1.723], [-0.601, 1.890, 1.655], [1.534, 1.153, -1.873], [2.378, 1.141, -0.303], [2.142, 4.685, 0.242], [2.708, 3.132, 0.902], [-0.203, 5.152, 0.145], [-1.368, 3.951, 0.753], [-0.820, 1.628, -1.965], [-1.737, 1.923, -0.464], [0.997, 4.731, -1.863], [0.737, 3.221, -2.761], [-6.598, -3.620, 0.934], [-5.369, -3.002, 0.330], [-5.453, -2.218, -0.812], [-4.332, -1.640, -1.384], [-4.486, -0.767, -2.598], [-3.086, -1.853, -0.774], [-1.569, -1.228, -1.739], [-2.974, -2.612, 0.403], [-1.690, -2.786, 1.154], [-4.127, -3.185, 0.918], [-7.501, -3.115, 0.591], [-6.567, -3.560, 2.022], [-6.678, -4.675, 0.661], [-6.422, -2.030, -1.260], [-5.529, -0.738, -2.910], [-3.889, -1.127, -3.439], [-4.172, 0.253, -2.370], [-1.397, -1.833, 1.610], [-0.883, -3.153, 0.511], [-1.810, -3.504, 1.965], [-4.054, -3.761, 1.834]],
  "s_squared": 0.765,
  "de_lowest_kcal_mol": 0.00,
  "homo_lumo_gap_ha": [0.279, 0.224],
  "multiplicity": 2,
  "total_charge": -1,
  "e_tot_ha": -7064.34145
}

Record 2
{
  "formula": "C22H25BClF4N2O4PPt",
  "method": "wB97M-V/def2-TZVPD",
  "symbols": ["Pt", "Cl", "C", "C", "C", "C", "O", "C", "C", "N", "C", "C", "C", "C", "C", "C", "C", "C", "N", "C", "C", "H", "H", "H", "H", "H", "H", "H", "H", "H", "H", "F", "B", "F", "F", "F", "C", "C", "O", "P", "O", "C", "C", "O", "C", "C", "H", "H", "H", "H", "H", "H", "H", "H", "H", "H", "H", "H", "H", "H", "H"],
  "xyz": [[0.019, 0.511, -0.914], [4.648, 4.794, 2.675], [3.841, 3.612, 1.711], [4.477, 3.094, 0.575], [3.851, 2.128, -0.161], [2.584, 1.594, 0.200], [2.149, 0.572, -0.440], [1.900, 2.217, 1.304], [0.546, 1.971, 1.640], [-0.254, 1.084, 1.119], [-1.572, 0.946, 1.481], [-1.990, 1.072, 2.800], [-3.339, 1.049, 3.136], [-4.302, 0.925, 2.165], [-3.930, 0.771, 0.817], [-4.870, 0.722, -0.234], [-4.432, 0.622, -1.529], [-3.062, 0.449, -1.767], [-2.168, 0.461, -0.804], [-2.552, 0.705, 0.469], [2.574, 3.212, 2.041], [5.453, 3.453, 0.294], [4.328, 1.713, -1.035], [0.126, 2.670, 2.364], [-1.245, 1.218, 3.564], [-3.626, 1.173, 4.168], [-5.352, 0.974, 2.408], [-5.923, 0.792, -0.002], [-5.121, 0.639, -2.357], [-2.703, 0.274, -2.773], [2.079, 3.669, 2.883], [0.661, 4.301, -0.633], [-0.286, 3.682, -1.393], [-1.218, 3.044, -0.563], [-0.897, 4.507, -2.273], [0.329, 2.578, -2.105], [-2.128, -3.614, -0.724], [-1.575, -3.015, -2.009], [-0.158, -2.907, -1.993], [0.583, -1.801, -1.092], [0.348, -2.472, 0.337], [0.929, -1.947, 1.529], [1.275, -3.117, 2.434], [2.098, -2.194, -1.299], [2.933, -1.720, -2.350], [3.235, -2.869, -3.298], [-3.158, -3.931, -0.876], [-2.087, -2.881, 0.080], [-1.529, -4.474, -0.434], [-2.013, -2.023, -2.181], [-1.797, -3.659, -2.864], [0.196, -1.286, 2.004], [1.825, -1.373, 1.277], [0.376, -3.557, 2.857], [1.923, -2.786, 3.238], [1.787, -3.879, 1.854], [3.841, -1.344, -1.873], [2.447, -0.892, -2.875], [3.626, -3.714, -2.735], [3.975, -2.562, -4.032], [2.326, -3.178, -3.808]],
  "de_lowest_kcal_mol": 44.91,
  "homo_lumo_gap_ha": [0.240, 0.240],
  "multiplicity": 1,
  "e_tot_ha": -2609.26890
}

Record 3
{
  "formula": "C22H25BN15RhS3",
  "method": "wB97M-V/def2-TZVPD",
  "symbols": ["Rh", "C", "C", "N", "N", "C", "B", "N", "C", "C", "C", "N", "N", "C", "C", "C", "N", "N", "C", "C", "C", "N", "H", "H", "H", "H", "H", "H", "H", "H", "H", "H", "H", "H", "N", "C", "N", "C", "C", "S", "C", "C", "S", "C", "N", "N", "H", "H", "H", "H", "H", "H", "C", "C", "C", "N", "N", "C", "N", "S", "H", "H", "H", "H", "H", "H", "H"],
  "xyz": [[1.306, 0.088, 0.285], [-1.420, -2.654, 2.173], [-0.124, -2.173, 2.042], [-0.157, -0.969, 1.466], [-1.441, -0.657, 1.214], [-2.223, -1.662, 1.635], [-1.837, 0.808, 0.880], [-1.403, 1.187, -0.557], [-2.097, 1.844, -1.498], [-1.215, 2.298, -2.464], [0.033, 1.872, -2.030], [-0.103, 1.209, -0.883], [-0.944, 1.697, 1.788], [-1.211, 2.690, 2.655], [-0.024, 3.217, 3.124], [0.964, 2.484, 2.476], [0.397, 1.575, 1.685], [-3.333, 0.943, 0.992], [-4.212, 1.604, 1.794], [-5.479, 1.310, 1.367], [-5.286, 0.420, 0.286], [-4.005, 0.197, 0.074], [-1.733, -3.582, 2.619], [0.802, -2.608, 2.382], [-3.296, -1.622, 1.552], [-3.164, 1.970, -1.439], [-1.444, 2.870, -3.346], [0.997, 2.040, -2.479], [-2.212, 2.993, 2.900], [0.105, 4.024, 3.823], [2.035, 2.587, 2.540], [-3.930, 2.235, 2.617], [-6.412, 1.628, 1.798], [-6.034, -0.067, -0.317], [2.178, -0.249, 3.873], [3.188, -0.084, 3.035], [3.086, 0.003, 1.727], [4.314, 0.171, 1.131], [5.381, 0.197, 2.014], [4.861, 0.028, 3.615], [4.372, 0.309, -0.276], [5.526, 0.465, -1.042], [5.170, 0.569, -2.682], [3.437, 0.386, -2.297], [3.206, 0.276, -0.992], [2.540, 0.370, -3.250], [1.230, -0.246, 3.521], [2.329, -0.301, 4.869], [6.428, 0.313, 1.777], [6.547, 0.508, -0.693], [2.828, 0.448, -4.215], [1.563, 0.075, -3.040], [-2.708, -1.304, -3.838], [-1.271, -1.737, -4.176], [-0.471, -1.993, -2.948], [0.266, -1.135, -2.333], [0.876, -1.619, -1.207], [0.640, -2.905, -1.014], [1.241, -3.652, -0.084], [-0.462, -3.563, -2.179], [-3.278, -1.222, -4.761], [-2.712, -0.341, -3.334], [-3.202, -2.039, -3.202], [-0.781, -0.963, -4.768], [-1.311, -2.647, -4.775], [2.038, -3.281, 0.400], [1.053, -4.638, -0.014]],
  "s_squared": 0.785,
  "de_lowest_kcal_mol": 59.45,
  "homo_lumo_gap_ha": [0.217, 0.144],
  "multiplicity": 2,
  "total_charge": 3,
  "e_tot_ha": -3003.83090
}

Record 4
{
  "formula": "C22H25BrCrNO",
  "method": "wB97M-V/def2-TZVPD",
  "symbols": ["C", "C", "C", "H", "C", "C", "H", "C", "C", "C", "H", "C", "C", "H", "H", "H", "H", "H", "H", "Cr", "C", "C", "C", "H", "H", "H", "H", "H", "H", "C", "C", "H", "H", "O", "N", "C", "H", "C", "C", "H", "C", "H", "C", "H", "C", "H", "C", "H", "H", "H", "Br"],
  "xyz": [[-0.870, 2.506, 2.825], [-0.663, 2.616, 1.430], [-1.256, 1.496, 0.804], [-0.131, 3.408, 0.936], [-1.857, 0.714, 1.812], [-1.622, 1.336, 3.051], [-2.352, -0.229, 1.666], [2.707, 1.078, 2.864], [2.355, 2.175, 2.060], [2.128, 1.699, 0.751], [2.245, 3.195, 2.390], [2.325, 0.301, 0.727], [2.690, -0.071, 2.047], [-1.271, 1.287, -0.252], [-1.899, 0.938, 4.011], [-0.527, 3.198, 3.575], [2.882, -1.071, 2.391], [1.823, 2.300, -0.086], [2.916, 1.100, 3.921], [0.494, 0.715, 2.157], [2.249, -0.622, -0.471], [3.472, -1.544, -0.436], [2.243, 0.180, -1.768], [4.387, -0.954, -0.443], [3.473, -2.206, -1.296], [3.478, -2.153, 0.467], [3.156, 0.765, -1.869], [1.396, 0.865, -1.803], [2.177, -0.489, -2.619], [0.946, -1.422, -0.338], [0.673, -2.520, -1.343], [0.106, -0.723, -0.375], [0.892, -1.863, 0.657], [1.517, -3.048, -2.059], [-0.631, -2.923, -1.401], [-1.771, -2.298, -0.771], [-0.806, -3.606, -2.121], [-2.363, -1.116, -1.506], [-3.523, -0.529, -1.003], [-3.968, -0.918, -0.095], [-4.104, 0.552, -1.645], [-5.005, 0.996, -1.241], [-3.527, 1.073, -2.796], [-3.976, 1.922, -3.295], [-2.367, 0.502, -3.296], [-1.908, 0.902, -4.190], [-1.791, -0.588, -2.655], [-0.892, -1.033, -3.059], [-1.506, -1.985, 0.238], [-2.539, -3.062, -0.650], [0.395, -0.844, 4.100]],
  "s_squared": 6.021,
  "homo_lumo_gap_ha": [0.197, 0.258],
  "multiplicity": 5,
  "total_charge": -1,
  "e_tot_ha": -4601.89485
}